This record from OMol25 describes a structure of composition C47H43Br2LuN3O2P2SSe at a distorted geometry. The level of theory is the ωB97M-V functional and the def2-TZVPD basis.

Values from the calculation:
* energy: -11996.69714 hartree
* max |F|: 3.185 eV/A
* gap between HOMO and LUMO: 8.0 eV
* net charge: +3

CARTESIAN COORDINATES (ANGSTROEM)
Lu 14.27 10.23 14.84
O 12.14 10.09 14.49
S 12.01 8.60 14.21
C 11.29 8.60 12.56
C 9.98 8.50 12.21
C 9.63 8.46 10.85
C 10.59 8.47 9.86
C 11.95 8.60 10.18
C 12.28 8.68 11.57
P 13.92 9.36 11.92
C 13.86 10.79 10.76
C 12.95 11.85 10.98
C 13.09 13.02 10.33
C 14.07 13.17 9.34
C 14.96 12.11 9.06
C 14.83 10.98 9.81
C 15.13 8.18 11.40
C 14.96 6.86 11.02
C 16.06 6.05 10.83
C 17.36 6.48 11.06
C 17.55 7.80 11.46
C 16.44 8.64 11.64
C 10.82 8.00 15.35
C 9.96 7.05 14.92
C 9.11 6.46 15.84
C 9.23 6.69 17.20
C 10.21 7.57 17.64
C 11.04 8.27 16.72
P 12.58 9.16 17.26
C 11.74 10.68 17.80
C 12.37 11.47 18.74
C 11.84 12.73 19.09
C 10.59 13.14 18.50
C 9.96 12.26 17.61
C 10.51 11.05 17.23
C 13.26 8.24 18.57
C 14.35 7.48 18.11
C 15.11 6.76 19.01
C 14.80 6.78 20.35
C 13.76 7.54 20.87
C 13.03 8.25 19.94
H 9.16 8.38 12.87
H 8.62 8.40 10.50
H 10.34 8.32 8.82
H 12.74 8.66 9.45
H 12.29 11.74 11.82
H 12.47 13.88 10.47
H 14.19 14.05 8.76
H 15.68 12.16 8.23
H 15.56 10.23 9.60
H 13.91 6.49 10.77
H 15.96 5.04 10.46
H 18.23 5.85 10.81
H 18.57 8.23 11.67
H 16.65 9.65 11.98
H 9.78 6.78 13.88
H 8.37 5.75 15.51
H 8.66 6.20 17.90
H 10.36 7.80 18.71
H 13.24 11.08 19.28
H 12.30 13.34 19.82
H 10.02 14.02 18.81
H 8.98 12.60 17.22
H 10.10 10.37 16.48
H 14.52 7.51 17.09
H 15.89 6.10 18.68
H 15.40 6.25 21.05
H 13.44 7.64 21.90
H 12.31 8.99 20.26
Br 13.18 12.93 15.57
C 14.68 13.12 16.83
Br 15.45 11.56 17.58
H 14.29 13.72 17.64
H 15.44 13.57 16.16
C 17.53 7.16 15.51
C 16.22 7.56 14.94
N 15.56 6.55 14.39
O 15.71 8.67 15.01
H 17.44 6.25 16.08
H 17.88 7.84 16.28
H 18.31 7.04 14.73
H 16.07 5.68 14.33
H 14.60 6.67 14.00
C 18.23 11.61 11.01
N 18.54 11.19 12.43
C 17.79 11.31 13.51
Se 16.05 12.14 13.51
N 18.51 11.07 14.58
C 19.81 10.73 14.17
C 20.95 10.40 14.92
C 22.12 10.22 14.18
C 22.09 10.22 12.74
C 20.97 10.40 12.04
C 19.82 10.79 12.80
H 17.34 12.23 10.97
H 18.08 10.73 10.40
H 19.15 12.06 10.71
H 18.18 11.36 15.49
H 21.02 10.34 16.00
H 23.02 10.14 14.75
H 23.05 10.07 12.27
H 20.89 10.51 10.98

***

This record from OMol25 describes a structure of composition C47H43Cl3N7O6RuS2 at a distorted geometry. The level of theory is the ωB97M-V functional and the def2-TZVPD basis.

Values from the calculation:
* 2S+1: 2
* energy: -4923.33807 hartree
* max |F|: 3.387 eV/A
* gap between HOMO and LUMO (alpha / beta): 6.5 / 6.6 eV

CARTESIAN COORDINATES (ANGSTROEM)
Ru -0.16 0.01 0.15
O 1.16 -1.85 3.79
S 0.66 -0.59 3.30
O 1.58 0.30 2.65
N -0.54 -0.80 2.22
C -1.57 -1.64 2.41
C -1.92 -2.20 3.64
C -3.03 -3.02 3.76
C -3.82 -3.32 2.68
C -3.50 -2.82 1.41
C -4.24 -3.12 0.25
C -3.85 -2.58 -0.96
C -2.71 -1.78 -1.00
N -1.99 -1.49 0.06
C -2.37 -1.98 1.26
C 0.00 0.33 4.71
C -0.10 -0.26 5.95
C -0.62 0.48 7.01
C -1.02 1.79 6.81
C -0.87 2.38 5.56
C -0.35 1.65 4.51
H -1.31 -1.98 4.50
H -3.28 -3.41 4.74
H -4.69 -3.96 2.79
H -5.10 -3.77 0.32
H -4.38 -2.80 -1.87
H -2.37 -1.36 -1.95
H 0.24 -1.28 6.08
H -0.70 0.03 7.99
H -1.43 2.35 7.63
H -1.16 3.41 5.42
H -0.21 2.07 3.53
Cl -3.17 4.04 -5.60
C -2.86 3.12 -4.17
C -1.67 2.41 -4.08
C -1.42 1.68 -2.93
Cl 0.00 0.69 -2.76
C -2.31 1.64 -1.83
O -2.06 1.02 -0.75
C -3.53 2.34 -2.03
Cl -4.69 2.23 -0.77
C -3.81 3.06 -3.16
H -0.96 2.43 -4.89
H -4.75 3.57 -3.26
C 0.20 7.00 3.54
O 0.96 5.87 3.20
C 2.10 6.02 2.45
C 2.90 7.14 2.43
C 4.06 7.16 1.67
C 4.39 6.07 0.89
C 3.59 4.94 0.90
C 2.45 4.88 1.69
N 1.56 3.83 1.76
C 1.46 2.67 1.01
N 2.61 2.03 0.78
C 2.88 0.76 0.26
C 1.95 -0.08 -0.35
C 2.43 -1.26 -0.92
C 3.77 -1.61 -0.86
C 4.68 -0.79 -0.20
C 4.23 0.39 0.37
O 5.04 1.24 1.12
C 6.24 1.69 0.53
N 0.29 2.26 0.62
C -0.83 3.08 0.81
C -1.91 2.57 1.53
C -3.03 3.34 1.79
C -3.09 4.64 1.32
C -2.06 5.15 0.56
C -0.93 4.39 0.28
O 0.06 5.03 -0.42
C 0.72 4.35 -1.47
H -0.65 6.63 4.11
H -0.16 7.51 2.64
H 0.76 7.71 4.16
H 2.64 8.02 3.01
H 4.69 8.04 1.68
H 5.28 6.10 0.27
H 3.85 4.11 0.26
H 0.68 4.13 2.16
H 3.40 2.36 1.33
H 1.75 -1.92 -1.44
H 4.10 -2.53 -1.32
H 5.72 -1.06 -0.15
H 6.68 2.36 1.27
H 6.04 2.25 -0.39
H 6.94 0.88 0.32
H -1.84 1.54 1.87
H -3.84 2.92 2.36
H -3.97 5.24 1.51
H -2.10 6.15 0.16
H 0.59 4.94 -2.39
H 0.33 3.35 -1.63
H 1.79 4.30 -1.25
C 1.19 -4.94 -3.12
N 1.68 -5.14 -1.79
C 2.58 -6.22 -1.44
C 2.76 -6.05 0.08
N 1.67 -5.15 0.41
C 1.11 -4.61 -0.69
S -0.13 -3.51 -0.68
H 2.01 -5.04 -3.83
H 0.77 -3.94 -3.18
H 0.41 -5.67 -3.38
H 3.52 -6.13 -1.99
H 2.12 -7.19 -1.69
H 3.73 -5.60 0.33
H 2.65 -6.99 0.62
H 1.60 -4.69 1.31